A gas-phase ion, C2HN2O2 (charge -1) in a non-equilibrium geometry, computed with ωB97M-V/def2-TZVPD.

Bonds (Å) are listed after each position.
Cartesian coordinates (Å):
1 C 1.734 -0.950 0.088  C2 1.633, N3 1.146
2 C 0.155 -0.535 0.093  C1 1.633, N4 1.343, H7 1.134
3 N 2.847 -1.196 -0.035  C1 1.146
4 N -0.804 -1.468 -0.022  C2 1.343, O5 1.264, O6 1.254
5 O -1.998 -1.056 0.019  N4 1.264
6 O -0.566 -2.699 -0.014  N4 1.254
7 H -0.158 0.412 -0.447  C2 1.134

Summary:
M: 85.0 g mol⁻¹
structure (SMILES): N#CC=[N+]([O-])[O-]
spin multiplicity: 1
charge: -1
energy: -336.72722 hartree

Formally, the natural (NBO) partial charges of the atoms, in units of the elementary charge, are as follows: atom 1 (C): 0.30, atom 2 (C): -0.37, atom 3 (N): -0.47, atom 4 (N): 0.43, atom 5 (O): -0.56, atom 6 (O): -0.54, atom 7 (H): 0.21